Record 1
2 unconnected molecules or ions with the total composition C11H17OP at a distorted geometry, computed with ωB97M-V/def2-TZVPD.

Computed properties:
Relative energy (zero: lowest compared OMol25 entry of this formula, charge and spin), kJ/mol: 452.34
E_HOMO (spin up / spin down), eV: -7.92 / -7.65
Max |F|, eV/Å: 4.1
Orbital gap (spin up / spin down), eV: 7.70 / 7.28

Last column: Mulliken charge in e.
Atoms and positions in Å:
C: -0.02 1.66 1.51  -0.455
C: 1.73 0.60 0.15  -0.091
C: 0.95 2.31 2.18  -0.734
C: 2.65 1.48 0.67  -0.915
C: 0.38 0.74 0.49  -0.341
C: 2.29 2.27 1.70  0.598
C: 0.13 -2.31 0.55  -1.247
C: -2.30 -1.89 -0.04  -1.562
C: -0.20 1.43 -2.63  -1.033
C: -0.53 -0.18 -0.21  -0.394
C: -1.06 -1.34 0.66  0.723
O: 3.15 3.04 2.46  -0.561
P: -0.66 -0.26 -1.99  0.189
H: -1.05 1.63 1.61  0.625
H: 2.18 -0.08 -0.61  0.255
H: 0.57 2.88 3.02  0.393
H: 3.59 1.43 0.34  0.577
H: 0.16 -2.94 -0.31  0.336
H: 1.14 -1.77 0.65  0.342
H: 0.03 -3.01 1.50  0.344
H: -2.43 -2.88 0.48  0.442
H: -3.28 -1.21 0.02  0.300
H: -2.09 -2.19 -1.09  0.352
H: 0.33 2.06 -1.88  0.304
H: -1.08 1.99 -2.65  0.376
H: 0.12 1.29 -3.72  0.321
H: -2.25 0.73 -0.98  0.107
H: -1.25 -1.21 1.70  0.542
H: 4.05 2.77 2.68  0.322
H: 0.61 -0.65 -2.31  -0.116

Record 2
A molecular structure, C33H31N5P2Sc at a distorted geometry, computed with ωB97M-V/def2-TZVPD.

Computed properties:
Relative energy (zero: lowest compared OMol25 entry of this formula, charge and spin), kJ/mol: 7.38
E_HOMO, eV: -16.78
Charge: +3
Max |F|, eV/Å: 1.1
Orbital gap, eV: 7.26

Last column: Mulliken charge in e.
Atoms and positions in Å:
Sc: -0.38 0.47 0.08  -0.555
C: 2.09 -2.16 -1.77  -0.626
C: 3.00 -1.05 -1.21  -1.245
P: 2.17 0.42 -0.55  1.964
C: 3.42 1.43 0.26  0.659
C: 3.88 1.01 1.51  -0.594
C: 4.88 1.72 2.16  -0.851
C: 5.41 2.86 1.56  -0.583
C: 4.95 3.28 0.32  -0.761
C: 3.96 2.57 -0.34  -0.544
C: 1.41 1.42 -1.85  0.108
C: 1.47 1.20 -3.22  -0.684
C: 0.71 1.99 -4.08  -0.700
C: -0.13 2.98 -3.58  -0.715
C: -0.21 3.21 -2.21  -0.757
C: 0.55 2.42 -1.34  -0.397
C: 1.35 -2.97 -0.70  -1.178
P: -0.04 -2.12 0.12  2.281
C: -0.59 -3.09 1.52  0.350
C: -1.52 -2.49 2.39  -0.255
C: -2.01 -3.20 3.47  -0.878
C: -1.56 -4.49 3.71  -0.570
C: -0.64 -5.08 2.86  -0.800
C: -0.15 -4.38 1.76  -0.680
C: -1.43 -1.96 -1.04  0.418
C: -2.65 -2.63 -0.86  -0.907
C: -3.68 -2.45 -1.77  -0.778
C: -3.52 -1.59 -2.85  -0.652
C: -2.33 -0.89 -3.02  -1.009
C: -1.30 -1.05 -2.10  0.669
H: 2.73 -2.85 -2.31  0.523
H: 1.40 -1.77 -2.52  0.146
H: 3.76 -0.74 -1.93  0.637
H: 3.56 -1.44 -0.35  0.575
H: 3.47 0.11 1.97  0.486
H: 5.25 1.38 3.12  0.465
H: 6.19 3.41 2.07  0.439
H: 5.38 4.16 -0.14  0.449
H: 3.62 2.90 -1.31  0.432
H: 2.14 0.45 -3.63  0.508
H: 0.79 1.85 -5.15  0.523
H: -0.70 3.60 -4.26  0.493
H: -0.82 4.01 -1.82  0.593
H: 0.62 2.69 -0.28  0.725
H: 2.03 -3.23 0.11  0.578
H: 0.97 -3.90 -1.12  0.668
H: -1.87 -1.48 2.20  0.491
H: -2.73 -2.75 4.14  0.469
H: -1.94 -5.05 4.56  0.437
H: -0.30 -6.09 3.04  0.448
H: 0.56 -4.86 1.10  0.412
H: -2.76 -3.32 -0.03  0.531
H: -4.60 -2.99 -1.64  0.490
H: -4.32 -1.47 -3.57  0.482
H: -2.19 -0.23 -3.87  0.526
H: -0.34 -0.57 -2.30  -0.090
N: -0.53 1.97 4.08  0.110
C: 0.18 1.27 3.22  -0.384
N: -0.50 1.24 2.07  0.326
C: -1.64 1.97 2.33  0.302
N: -1.68 2.42 3.55  -0.615
C: -2.66 2.15 1.28  0.234
C: -3.82 2.88 1.48  -0.574
N: -4.72 3.02 0.51  -0.462
C: -4.46 2.45 -0.65  -0.620
C: -3.30 1.72 -0.87  -0.326
N: -2.39 1.57 0.09  0.526
H: -0.31 2.19 5.05  0.244
H: 1.13 0.81 3.42  0.573
H: -4.01 3.34 2.44  0.533
H: -5.20 2.56 -1.44  0.430
H: -3.09 1.27 -1.83  0.538

Record 3
5 unconnected molecules or ions with the total composition C13H25O15 at a distorted geometry, computed with ωB97M-V/def2-TZVPD.

Computed properties:
Relative energy (zero: lowest compared OMol25 entry of this formula, charge and spin), kJ/mol: 107.20
E_HOMO, eV: -3.23
Charge: -1
Max |F|, eV/Å: 5.2
Orbital gap, eV: 5.41

Last column: Mulliken charge in e.
Atoms and positions in Å:
O: 0.30 1.99 0.36  -0.434
C: 1.13 2.65 1.19  0.652
O: 1.69 3.68 0.79  -0.746
O: 1.45 2.22 2.28  -0.755
H: 0.34 2.72 -0.26  0.282
C: 2.99 1.93 10.67  -0.693
O: 2.60 0.78 9.99  -0.320
C: 2.94 0.61 8.71  0.797
O: 3.40 1.54 8.08  -0.548
O: 2.42 -0.54 8.25  -0.299
C: 2.46 -0.82 6.85  -0.675
H: 3.26 1.82 11.72  0.259
H: 2.20 2.67 10.59  0.276
H: 3.86 2.39 10.20  0.324
H: 3.31 -0.39 6.32  0.320
H: 1.63 -0.41 6.28  0.312
H: 2.53 -1.90 6.74  0.247
C: -3.67 6.67 -3.41  -0.638
O: -3.41 5.39 -3.98  -0.309
C: -2.44 4.61 -3.50  0.755
O: -1.77 4.82 -2.48  -0.545
O: -2.32 3.50 -4.31  -0.301
C: -1.71 2.29 -3.87  -0.632
H: -2.98 7.44 -3.75  0.277
H: -3.67 6.59 -2.33  0.318
H: -4.67 7.01 -3.67  0.238
H: -0.65 2.33 -3.62  0.306
H: -1.66 1.59 -4.70  0.222
H: -2.34 1.82 -3.11  0.311
C: 5.47 -3.61 -4.70  -0.599
O: 4.97 -2.77 -3.64  -0.319
C: 3.62 -2.62 -3.53  0.677
O: 2.87 -3.07 -4.36  -0.530
O: 3.16 -2.05 -2.30  -0.258
C: 4.03 -1.67 -1.31  -0.611
H: 5.25 -3.10 -5.64  0.278
H: 4.91 -4.55 -4.78  0.293
H: 6.55 -3.77 -4.67  0.241
H: 4.61 -0.87 -1.76  0.273
H: 4.67 -2.50 -1.03  0.273
H: 3.51 -1.53 -0.36  0.282
C: -7.35 -4.06 -2.89  -0.653
O: -6.03 -4.36 -2.56  -0.290
C: -5.03 -3.46 -2.49  0.780
O: -4.96 -2.29 -2.93  -0.581
O: -4.02 -3.98 -1.75  -0.295
C: -2.78 -3.33 -1.63  -0.595
H: -8.06 -4.85 -3.11  0.257
H: -7.36 -3.37 -3.74  0.301
H: -7.89 -3.62 -2.05  0.288
H: -2.19 -3.86 -0.88  0.200
H: -2.97 -2.29 -1.39  0.314
H: -2.20 -3.41 -2.55  0.275